Entry 1:
Formula: C7H16N2O
Source: the Open Molecules 2025 dataset
Level of theory: ωB97M-V/def2-TZVPD

```
! wB97M-V def2-TZVPD RIJCOSX def2/J DEFGRID3
* xyz 0 1
C -0.313 -1.509 -1.596
N -0.572 -0.362 -0.755
C -1.128 0.768 -1.466
C -1.205 -0.684 0.458
C -1.697 0.185 1.348
N -2.156 -0.204 2.618
H -1.229 -1.990 -1.969
H 0.273 -1.202 -2.454
H 0.252 -2.250 -1.038
H -2.211 0.675 -1.621
H -0.640 0.856 -2.435
H -0.931 1.675 -0.899
H -1.182 -1.732 0.700
H -1.711 1.250 1.163
H -2.939 0.341 2.939
H -2.349 -1.196 2.700
C 1.780 -0.016 1.364
C 1.534 1.018 0.295
C 2.359 0.834 -0.955
O 0.823 1.978 0.467
H 2.579 0.342 1.995
H 2.077 -0.966 0.936
H 0.875 -0.145 1.975
H 3.438 0.849 -0.690
H 2.142 1.634 -1.668
H 2.133 -0.149 -1.411
*
```

SMILES: CN(C)/C=C/N.CC(C)=O
Energy above the lowest of the compared OMol25 structures with the same formula, charge and spin: 2.064 eV
Maximum force: 0.0165 Eh/bohr
LUMO level: 0.905 eV
Total energy: -461.0280 Eh
Gap between HOMO and LUMO: 0.294 Ha


Entry 2:
Formula: C7H16N3
Source: the Open Molecules 2025 dataset
Level of theory: ωB97M-V/def2-TZVPD

```
! wB97M-V def2-TZVPD RIJCOSX def2/J DEFGRID3
* xyz 1 1
C -0.349 -2.924 -2.587
C 0.265 -0.914 -2.503
C 0.818 -2.214 -2.592
C 0.101 1.515 -2.262
C 2.109 0.126 -1.420
C -0.584 -0.290 3.610
C -0.943 2.016 3.197
N -1.326 -3.537 -2.796
N 0.742 0.251 -2.003
N -1.349 0.890 4.010
H -0.698 -0.708 -2.938
H 1.803 -2.454 -2.475
H 0.874 2.174 -2.681
H -0.689 1.381 -3.113
H -0.471 2.006 -1.436
H 2.781 -0.034 -2.280
H 2.322 1.145 -0.951
H 2.112 -0.540 -0.558
H -0.892 -0.750 2.616
H 0.381 -0.030 3.656
H -0.731 -1.099 4.300
H -1.703 2.895 3.330
H 0.042 2.306 3.486
H -1.028 1.818 2.102
H -2.129 -4.069 -2.707
H -1.460 1.039 4.995
*
```

Energy above the lowest of the compared OMol25 structures with the same formula, charge and spin: 4.684 eV
Maximum force: 0.0900 Eh/bohr
LUMO level: -3.998 eV
Total energy: -440.2096 Eh
Gap between HOMO and LUMO: 0.241 Ha


Entry 3:
Formula: C7H16N3OP
Source: the Open Molecules 2025 dataset
Level of theory: ωB97M-V/def2-TZVPD

```
! wB97M-V def2-TZVPD RIJCOSX def2/J DEFGRID3
* xyz 0 3
C 1.985 1.585 0.172
C 2.760 -0.791 0.050
C 0.658 1.136 0.838
C 1.449 -1.186 0.778
C 0.914 -0.004 -1.200
C 2.340 0.467 -0.772
C 0.470 -0.190 0.250
N -4.177 0.151 0.562
N -2.639 -0.833 -1.470
N -1.684 -1.029 0.870
O -2.099 1.481 -0.207
P -2.560 0.096 -0.007
H 1.908 2.375 -0.541
H 2.636 1.698 0.985
H 3.570 -0.670 0.833
H 3.311 -1.645 -0.404
H 0.616 1.143 1.997
H -0.174 1.845 0.447
H 1.110 -2.137 0.475
H 1.608 -1.058 1.895
H 0.518 0.736 -1.912
H 1.041 -0.903 -1.721
H 3.036 0.640 -1.553
H -4.656 0.985 0.512
H -4.656 -0.757 0.765
H -2.609 -1.767 -1.274
H -3.399 -0.668 -2.164
H -1.277 -0.702 1.797
*
```

<S²>: 2.0081
Energy above the lowest of the compared OMol25 structures with the same formula, charge and spin: 0.000 eV
Maximum force: 0.0916 Eh/bohr
LUMO level (alpha / beta): 0.794 / -2.597 eV
Total energy: -857.0491 Eh
Gap between HOMO and LUMO (alpha / beta): 0.287 / 0.262 Ha


Entry 4:
Formula: C7H16N3S
Source: the Open Molecules 2025 dataset
Level of theory: ωB97M-V/def2-TZVPD

```
! wB97M-V def2-TZVPD RIJCOSX def2/J DEFGRID3
* xyz 1 1
C 1.308 -0.539 -0.106
C -1.091 -0.576 0.066
C -1.579 -0.522 1.499
C -2.155 -1.174 -0.803
C 2.616 2.481 -0.040
C 0.218 -2.783 0.007
C 1.119 2.388 -0.204
N 0.168 -1.277 -0.133
N 0.480 1.169 0.260
N -0.620 0.836 -0.429
S 2.792 -0.694 -0.413
H -1.829 -1.543 1.773
H -2.497 0.096 1.554
H -0.805 -0.023 2.098
H -1.738 -1.436 -1.736
H -3.083 -0.542 -0.741
H -2.387 -2.074 -0.312
H 2.946 1.614 -0.391
H 2.988 3.283 -0.567
H 2.964 2.572 0.980
H -0.472 -3.252 -0.717
H 1.171 -3.258 -0.418
H -0.039 -3.101 1.062
H 0.572 3.119 0.419
H 0.880 2.760 -1.173
H -0.499 0.991 -1.460
H -1.426 1.486 -0.074
*
```

Energy above the lowest of the compared OMol25 structures with the same formula, charge and spin: 5.178 eV
Maximum force: 0.1027 Eh/bohr
LUMO level: -3.023 eV
Total energy: -838.3933 Eh
Gap between HOMO and LUMO: 0.342 Ha


Entry 5:
Formula: C7H16N4O2
Source: the Open Molecules 2025 dataset
Level of theory: ωB97M-V/def2-TZVPD

```
! wB97M-V def2-TZVPD RIJCOSX def2/J DEFGRID3
* xyz 2 1
C -1.495 -0.001 1.140
C 0.954 -2.018 -0.761
C -0.747 -0.636 0.288
C 0.587 -1.331 0.580
C -2.149 3.714 1.202
C 1.693 -1.500 -1.762
C 2.122 -0.066 -1.965
N -2.031 0.874 1.765
N 2.097 -2.462 -2.763
N 0.467 -2.299 1.671
N -3.151 4.030 1.904
O 0.719 -3.351 -0.794
O -1.032 4.426 1.143
H -0.999 -0.670 -0.762
H 0.356 -3.507 0.039
H 1.319 -0.621 0.714
H 2.652 0.320 -1.102
H 1.293 0.596 -2.164
H 2.769 -0.024 -2.761
H -2.781 0.764 2.402
H 2.968 -3.039 -2.626
H 1.425 -3.266 -2.754
H 1.293 -2.661 2.143
H -2.001 2.828 0.580
H -0.150 -1.874 2.425
H -4.035 3.525 1.924
H 2.098 -1.955 -3.637
H -3.177 4.933 2.369
H -1.064 5.272 1.560
*
```

Energy above the lowest of the compared OMol25 structures with the same formula, charge and spin: 0.000 eV
Maximum force: 0.0746 Eh/bohr
LUMO level: -6.206 eV
Total energy: -645.1691 Eh
Gap between HOMO and LUMO: 0.327 Ha


Entry 6:
Formula: C7H16N4O2PS3V
Source: the Open Molecules 2025 dataset
Level of theory: ωB97M-V/def2-TZVPD

```
! wB97M-V def2-TZVPD RIJCOSX def2/J DEFGRID3
* xyz 1 4
V 0.809 -0.182 -1.686
C 1.830 4.604 2.244
C 1.792 3.958 0.873
O 1.647 2.518 1.020
P 0.515 1.779 0.191
S 0.631 -0.195 0.636
S 0.675 2.107 -1.782
O -0.891 2.356 0.669
C -1.276 2.208 2.060
C -2.505 1.326 2.157
H 1.962 5.676 2.130
H 2.661 4.212 2.824
H 0.904 4.419 2.783
H 2.730 4.125 0.337
H 0.963 4.349 0.270
H -1.486 3.216 2.427
H -0.441 1.779 2.628
H -3.316 1.759 1.579
H -2.820 1.245 3.194
H -2.280 0.329 1.782
C -1.757 -4.748 -1.806
C -0.331 -4.377 -1.833
N 0.678 -5.180 -1.834
N 1.790 -4.424 -1.911
C 1.499 -3.111 -1.961
S 2.485 -1.773 -2.103
N 0.126 -3.070 -1.904
N -0.587 -1.881 -1.886
H -1.835 -5.832 -1.792
H -2.268 -4.371 -2.690
H -2.256 -4.351 -0.924
H 2.704 -4.853 -1.917
H -1.170 -1.782 -2.728
H -1.183 -1.837 -1.048
*
```

<S²>: 3.7629
Maximum force: 0.0273 Eh/bohr
LUMO level (alpha / beta): -3.082 / -3.174 eV
Total energy: -3125.6540 Eh
Gap between HOMO and LUMO (alpha / beta): 0.299 / 0.337 Ha


Entry 7:
Formula: C7H16NO
Source: the Open Molecules 2025 dataset
Level of theory: ωB97M-V/def2-TZVPD

```
! wB97M-V def2-TZVPD RIJCOSX def2/J DEFGRID3
* xyz 1 1
C -1.507 -0.182 -2.374
C -0.762 0.923 -1.659
C -0.350 0.522 -0.267
C -0.870 1.144 0.797
C -0.296 1.043 2.161
C 0.915 0.534 2.429
C 1.380 0.366 3.846
N -0.981 -1.607 -2.110
H -1.455 -0.113 -3.463
H -2.547 -0.219 -2.046
H -1.445 1.765 -1.548
H 0.054 1.251 -2.312
H 0.396 -0.264 -0.231
H -1.586 1.956 0.722
H -0.845 1.528 2.960
H 1.464 -0.024 1.689
H 1.233 -0.687 4.112
H 0.843 1.021 4.528
H 2.452 0.523 3.997
H -1.079 -1.729 -1.103
H -0.011 -1.805 -2.395
H -1.553 -2.161 -2.742
H 2.451 -2.066 -1.482
H 2.131 -0.393 -1.628
O 1.967 -1.326 -1.880
*
```

Energy above the lowest of the compared OMol25 structures with the same formula, charge and spin: 1.434 eV
Maximum force: 0.0341 Eh/bohr
LUMO level: -3.250 eV
Total energy: -406.0217 Eh
Gap between HOMO and LUMO: 0.315 Ha


Entry 8:
Formula: C7H16NO2S
Source: the Open Molecules 2025 dataset
Level of theory: ωB97M-V/def2-TZVPD

```
! wB97M-V def2-TZVPD RIJCOSX def2/J DEFGRID3
* xyz 1 1
C -2.437 1.784 -2.195
C -2.457 0.513 -3.132
C -1.185 1.120 -2.640
C 0.120 1.027 -2.621
C 2.071 -1.028 2.208
C 0.087 0.401 2.259
C -0.241 -1.793 1.940
N 0.730 -0.719 1.637
O 1.264 -1.560 -0.831
O 2.145 0.655 -0.171
S 0.841 -0.330 -0.351
H -2.661 2.745 -2.681
H -2.978 1.759 -1.252
H -2.709 -0.546 -2.937
H -2.879 0.884 -4.000
H 0.777 0.461 -3.257
H 3.016 0.496 -0.318
H 0.713 1.846 -2.180
H 2.410 -1.955 1.844
H 2.824 -0.324 2.008
H 2.016 -1.006 3.312
H 0.202 0.219 3.421
H 0.672 1.275 1.913
H -0.963 0.292 1.943
H -0.321 -1.951 2.949
H -1.153 -1.398 1.559
H 0.098 -2.868 1.575
*
```

Energy above the lowest of the compared OMol25 structures with the same formula, charge and spin: 3.931 eV
Maximum force: 0.1250 Eh/bohr
LUMO level: -3.931 eV
Total energy: -879.3044 Eh
Gap between HOMO and LUMO: 0.329 Ha


Entry 9:
Formula: C7H16NPS2
Source: the Open Molecules 2025 dataset
Level of theory: ωB97M-V/def2-TZVPD

```
! wB97M-V def2-TZVPD RIJCOSX def2/J DEFGRID3
* xyz 0 1
C 3.186 1.078 -0.832
C 3.830 -0.349 -0.727
C 2.701 1.716 0.471
C -3.930 -1.754 0.872
C -2.845 -1.105 -0.022
C -1.936 -0.088 0.589
C -1.367 0.914 -0.369
N -0.220 0.387 -1.098
P 1.040 -0.954 0.602
S 2.532 -1.612 -0.683
S 2.084 0.549 1.707
H 4.035 1.699 -1.284
H 2.240 1.037 -1.368
H 4.509 -0.605 -1.550
H 4.488 -0.277 0.217
H 3.391 2.452 0.957
H 1.970 2.478 0.189
H -4.626 -1.039 1.298
H -4.464 -2.562 0.523
H -3.555 -2.266 1.798
H -2.234 -1.820 -0.536
H -3.288 -0.627 -0.876
H -2.688 0.437 1.177
H -1.173 -0.412 1.381
H -1.068 1.887 0.192
H -2.174 1.252 -0.990
H -0.441 -0.416 -1.638
*
```

Energy above the lowest of the compared OMol25 structures with the same formula, charge and spin: 1.010 eV
Maximum force: 0.0627 Eh/bohr
LUMO level (alpha / beta): -0.309 / -0.308 eV
Total energy: -1468.7035 Eh
Gap between HOMO and LUMO (alpha / beta): 0.282 / 0.282 Ha


Entry 10:
Formula: C7H16O
Source: the Open Molecules 2025 dataset
Level of theory: ωB97M-V/def2-TZVPD

```
! wB97M-V def2-TZVPD RIJCOSX def2/J DEFGRID3
* xyz -1 2
C -2.392 1.405 1.113
C -1.700 1.002 -0.135
C -0.189 1.383 -0.199
C 0.604 1.026 1.097
C 0.531 -0.514 1.413
C 1.077 -1.417 0.307
C 2.340 -1.177 -0.019
H -1.708 1.250 1.991
H -2.761 2.484 1.087
H -3.367 0.953 1.261
H -2.177 1.481 -1.079
H -1.859 -0.127 -0.329
H -0.111 2.501 -0.350
H 0.384 0.755 -0.892
H 1.654 1.326 1.041
H 0.183 1.492 1.970
H 0.970 -0.525 2.415
H -0.586 -0.527 1.501
H 0.374 -2.006 -0.089
H 2.837 -0.333 0.266
H 2.910 -1.730 -0.743
H 0.769 -2.095 -2.427
H -0.098 -0.826 -2.817
O 0.121 -1.791 -3.034
*
```

<S²>: 0.7517
Energy above the lowest of the compared OMol25 structures with the same formula, charge and spin: 1.544 eV
Maximum force: 0.0985 Eh/bohr
LUMO level (alpha / beta): 3.811 / 3.611 eV
Total energy: -351.4214 Eh
Gap between HOMO and LUMO (alpha / beta): 0.097 / 0.317 Ha


Entry 11:
Formula: C7H16O
Source: the Open Molecules 2025 dataset
Level of theory: ωB97M-V/def2-TZVPD

```
! wB97M-V def2-TZVPD RIJCOSX def2/J DEFGRID3
* xyz 0 1
C 0.404 -0.892 1.764
C 0.551 0.009 0.839
C 1.787 0.730 0.578
C -0.611 0.271 -0.111
C -1.809 -0.884 -0.126
C -2.630 -0.766 -1.307
C -3.885 0.074 -1.125
H 0.932 -0.908 2.666
H -0.485 -1.570 1.768
H 1.862 1.693 -0.165
H 2.485 0.214 0.010
H 2.234 0.939 1.675
H -0.977 1.226 -0.031
H -0.178 0.308 -1.169
H -2.529 -0.915 0.636
H -1.130 -1.839 -0.031
H -3.004 -1.739 -1.643
H -2.189 -0.352 -2.224
H -3.601 0.782 -0.227
H -4.397 0.679 -1.846
H -4.637 -0.558 -0.763
O 5.312 0.967 -0.152
H 5.108 1.463 -0.990
H 5.166 1.590 0.488
*
```

SMILES: C=C(C)CCCC.O
Energy above the lowest of the compared OMol25 structures with the same formula, charge and spin: 3.348 eV
Maximum force: 0.1032 Eh/bohr
LUMO level: 0.765 eV
Total energy: -351.4309 Eh
Gap between HOMO and LUMO: 0.360 Ha


Entry 12:
Formula: C7H16O
Source: the Open Molecules 2025 dataset
Level of theory: ωB97M-V/def2-TZVPD

```
! wB97M-V def2-TZVPD RIJCOSX def2/J DEFGRID3
* xyz 0 1
C -2.441 -0.500 2.006
C -1.385 0.392 1.437
C -0.455 0.113 0.505
C -0.539 -1.131 -0.184
C 0.482 1.172 0.011
C 0.024 2.077 -1.237
C 0.683 3.488 -1.287
H -2.337 -1.355 1.408
H -3.376 -0.002 1.879
H -2.187 -0.735 3.055
H -1.330 1.501 1.685
H -1.602 -1.510 -0.193
H 0.108 -1.851 0.181
H -0.476 -0.964 -1.396
H 0.786 1.764 0.960
H 1.522 0.734 -0.307
H 0.140 1.534 -2.189
H -1.111 2.335 -1.050
H -0.140 4.207 -1.490
H 1.397 3.461 -2.114
H 1.100 3.826 -0.328
O 2.909 -4.681 -0.896
H 3.262 -5.247 -0.192
H 2.754 -3.909 -0.246
*
```

SMILES: C/C=C(\C)CCC.O
Energy above the lowest of the compared OMol25 structures with the same formula, charge and spin: 2.493 eV
Maximum force: 0.1143 Eh/bohr
LUMO level: 0.701 eV
Total energy: -351.4623 Eh
Gap between HOMO and LUMO: 0.346 Ha